2 unconnected molecules or ions with the total composition C2H6NS at a distorted geometry. Source: OMol25; level of theory: ωB97M-V with the def2-TZVPD basis set.

Positions of all 10 atoms, in Å:
S 0.83 -1.66 1.13
H 0.08 -2.73 0.80
C -1.32 0.75 -1.52
C 0.29 1.45 0.09
N -0.52 1.73 -0.89
H -1.13 0.57 -2.67
H -2.45 0.95 -1.44
H -1.34 -0.27 -1.06
H 1.24 2.06 0.16
H 0.16 0.69 0.85

## Properties
Maximum force (eV Å⁻¹): 3.82
ΔE to the lowest compared entry with this formula, charge and spin (eV): 1.571
Charge: -1
Kohn-Sham gap (eV): 6.94
HOMO energy (eV): -2.7